# 1
C4H10O2 | ωB97M-V/def2-TZVPD

energy above the lowest of the compared OMol25 structures with the same formula, charge and spin: 4.638 eV
E_tot: -8400.90924 eV
Kohn-Sham gap: 8.4888 eV
charge: 0
E_HOMO: -7.68 eV

```
16
C4H10O2 ωB97M-V/def2-TZVPD
C -0.00998 -2.26336 -0.07961
O 0.52655 -0.97669 0.12903
C 0.20346 -0.05499 -0.91299
C 0.59447 1.33636 -0.43181
C -0.27763 2.04134 0.57895
O -0.51663 0.74222 1.87069
H 0.36915 -2.70519 -1.01168
H 0.30139 -2.88440 0.76304
H -1.10839 -2.23456 -0.12190
H -0.87630 -0.09826 -1.12558
H 0.75016 -0.34521 -1.82384
H 1.64782 1.29948 -0.11539
H 0.56576 2.03296 -1.28350
H 0.05915 1.43692 2.24025
H -1.32112 1.99723 0.23372
H 0.03386 -0.01046 1.55436
```


# 2
C11H15N | ωB97M-V/def2-TZVPD

energy above the lowest of the compared OMol25 structures with the same formula, charge and spin: 2.084 eV
E_tot: -13138.70697 eV
Kohn-Sham gap: 8.7478 eV
charge: 0
E_HOMO: -7.83 eV

```
27
C11H15N ωB97M-V/def2-TZVPD
C 3.24409 2.01866 0.06753
C 1.92567 1.43418 0.38749
C 0.90571 2.07743 1.06906
N -0.12420 1.11513 1.18397
C 0.29413 -0.06715 0.65293
C -0.49395 -1.24936 0.53421
C 0.23590 -2.40103 0.16646
C 1.59373 -2.33648 -0.20339
C 2.27484 -1.15995 -0.32485
C 1.60505 0.01113 0.03221
H 3.67127 2.30533 1.05153
H 3.35097 2.69218 -0.78930
H 4.05201 1.31492 -0.38498
H 0.87822 3.03359 1.35985
H -1.06769 1.22982 1.44614
H -1.45695 -1.26025 0.89404
H -0.18205 -3.36598 -0.02508
H 2.18154 -3.38795 -0.24289
H 3.23004 -1.02503 -0.79457
C -3.20173 0.53016 -0.40633
C -3.33803 -0.76244 -1.11104
H -4.10590 1.14746 -0.32316
H -2.99431 0.46811 0.66000
H -2.44800 1.15054 -0.94243
H -2.35575 -1.24378 -1.11890
H -3.62540 -0.73227 -2.19061
H -4.04920 -1.53696 -0.64791
```


# 3
C3H6O2S | ωB97M-V/def2-TZVPD

energy above the lowest of the compared OMol25 structures with the same formula, charge and spin: 0.572 eV
E_tot: -18138.37513 eV
Kohn-Sham gap: 10.4429 eV
charge: 0
E_HOMO: -10.02 eV

```
12
C3H6O2S ωB97M-V/def2-TZVPD
O 2.55033 0.19754 -0.35978
C 1.42770 -0.07439 -0.00374
O 1.03915 -1.33786 0.15861
C 0.42366 0.94008 0.48400
C -0.91891 1.06698 -0.20256
S -1.93645 -0.40242 -0.16310
H 0.12665 -1.46100 0.32041
H 0.84043 1.85571 0.50073
H 0.07512 0.73366 1.53610
H -1.36652 1.92681 0.26865
H -0.80783 1.40909 -1.23739
H -2.19515 -0.49901 1.16431
```